Here is 16 unconnected molecules or ions with the total composition C16H64O16 at a distorted geometry from the Open Molecules 2025 dataset. Energies are from the ωB97M-V functional and the def2-TZVPD basis.

relative energy (zero: lowest compared OMol25 entry of this formula, charge and spin) = 133.6 kcal per mole
gap between HOMO and LUMO = 9.77 eV
E_LUMO = 0.3862 eV

Last column: Mulliken charge in e.
Element x y z (Å)
1 C -4.917059 2.364849 0.961472  -0.7083
2 O -3.521897 1.889901 0.913516  -0.4998
3 H -5.514823 1.855512 1.730354  0.2395
4 H -4.858262 3.424175 1.115933  0.2985
5 H -5.460702 2.144444 -0.020027  0.2525
6 H -3.329688 1.787568 -0.071648  0.3945
7 C -1.616380 -0.874546 -0.362170  -0.0780
8 O -0.992258 -0.046230 -1.312059  -0.4986
9 H -2.566442 -1.229075 -0.679585  0.5412
10 H -0.838678 -1.663296 -0.165325  -0.1075
11 H -1.693437 -0.287969 0.615656  -0.0553
12 H -1.496116 0.813722 -1.533971  0.1784
13 C 0.788391 3.228145 2.623980  -0.5928
14 O 1.732036 3.530900 1.613129  -0.3606
15 H -0.154320 3.724529 2.448829  0.2845
16 H 0.627268 2.161362 2.579636  0.1071
17 H 1.062712 3.452387 3.653167  0.3822
18 H 2.639922 3.468613 1.926340  0.3190
19 C -0.896022 -4.791110 0.323163  -0.1020
20 O -2.309853 -4.621113 0.117823  -0.5190
21 H -0.281137 -4.851247 -0.599290  0.1630
22 H -0.422193 -3.873820 0.766406  -0.3631
23 H -0.748643 -5.643493 1.040077  0.4752
24 H -2.744020 -5.403538 0.439354  0.2885
25 C 2.844738 -0.864544 5.283915  -0.6747
26 O 2.718310 -0.150944 4.043137  -0.4697
27 H 1.957359 -1.511303 5.556331  0.1884
28 H 3.655022 -1.583932 5.176015  0.2649
29 H 2.948660 -0.165059 6.079133  0.3322
30 H 2.467722 -0.914754 3.415387  0.3061
31 C 2.000380 0.257951 -5.463622  -0.7685
32 O 1.438527 0.941228 -4.385688  -0.5375
33 H 2.754946 -0.443754 -5.128672  0.3111
34 H 1.199185 -0.251328 -5.998023  0.2607
35 H 2.472071 1.016966 -6.124210  0.2751
36 H 1.497905 0.335937 -3.618123  0.4082
37 C 1.140999 -2.012862 -2.938073  -0.4045
38 O 2.229994 -1.260884 -2.525056  -0.6671
39 H 0.287753 -1.384725 -3.268018  0.1632
40 H 1.498007 -2.593830 -3.751095  0.4017
41 H 0.702547 -2.688151 -2.182100  -0.0019
42 H 2.059554 -1.055949 -1.546402  0.4374
43 C -1.563030 -3.565602 3.185295  -0.8001
44 O -0.883149 -2.413649 2.614886  -0.1805
45 H -2.550215 -3.649129 2.747148  0.2834
46 H -0.989466 -4.412922 2.936864  0.3327
47 H -1.655929 -3.462380 4.330382  0.2443
48 H -1.463838 -1.588289 2.515735  0.2650
49 C 2.389856 -3.331409 1.680697  -0.3246
50 O 2.018583 -2.656691 2.903632  -0.6011
51 H 3.441428 -3.362542 1.646546  0.3780
52 H 1.952787 -4.320172 1.856512  0.2061
53 H 1.862974 -2.850534 0.838766  -0.0904
54 H 1.041044 -2.509744 2.907480  0.3685
55 C -3.968770 -0.473233 3.615072  -0.8157
56 O -2.832940 -0.277717 2.786692  -0.2983
57 H -3.675255 -0.511508 4.655778  0.3001
58 H -4.629338 0.376372 3.529404  0.2948
59 H -4.475036 -1.399884 3.312027  0.2454
60 H -3.040669 0.446310 2.166148  0.2971
61 C -2.947621 2.403311 -3.217823  -0.6410
62 O -2.744995 2.289472 -1.832556  -0.5383
63 H -2.075283 2.072479 -3.742817  0.1668
64 H -3.833136 1.826122 -3.483529  0.2864
65 H -3.171562 3.473029 -3.431551  0.2601
66 H -1.897162 2.799335 -1.659716  0.5007
67 C -2.367037 -4.644953 -3.691749  -0.6348
68 O -2.670943 -3.700319 -2.695384  -0.4350
69 H -2.513832 -4.161535 -4.678217  0.2336
70 H -1.320005 -4.964210 -3.617020  0.2505
71 H -3.022777 -5.547950 -3.680823  0.2845
72 H -2.589010 -4.157165 -1.766262  0.3115
73 C 4.903451 2.107955 3.554104  -0.8165
74 O 3.600586 2.272078 3.127527  -0.4259
75 H 5.007944 2.546601 4.524289  0.2333
76 H 5.147539 1.023487 3.453380  0.2803
77 H 5.476910 2.597280 2.772901  0.2850
78 H 3.094812 1.493599 3.497589  0.4577
79 C 2.254550 0.980139 -0.355100  -0.2077
80 O 1.571979 -0.187542 -0.162991  -0.2168
81 H 1.703572 1.910060 -0.349178  0.0379
82 H 2.856754 1.041486 0.532816  0.0320
83 H 2.929809 1.077097 -1.205494  0.2531
84 H 0.701265 -0.149639 -0.630635  0.1486
85 C 2.660647 4.365233 -4.281440  -0.6701
86 O 1.542716 3.632062 -3.836789  -0.4527
87 H 2.353992 5.382241 -4.593951  0.2554
88 H 3.457494 4.403624 -3.546756  0.2669
89 H 2.991607 3.904322 -5.242706  0.2369
90 H 1.661655 2.653479 -4.078826  0.3984
91 C -0.377103 4.161986 -0.764982  -0.6033
92 O -0.823324 4.185092 -2.117984  -0.5757
93 H 0.362612 4.890960 -0.528951  0.4830
94 H -1.269443 4.389787 -0.153192  0.3456
95 H -0.037951 3.213108 -0.445981  -0.1087
96 H 0.040179 4.149878 -2.648864  0.3499

Forces on the atoms, in the same order (eV/Å):
0.3 -1.1 -1.5
-1.2 -0.4 -1.4
0.6 0.2 0.0
-0.4 0.5 0.2
0.9 0.4 1.2
-0.1 0.3 1.6
1.8 1.0 2.2
-0.2 2.1 -1.4
-0.7 -0.6 -0.2
-1.2 0.3 -0.2
-0.2 -0.9 -1.1
0.5 -2.0 0.7
0.5 -0.7 0.0
-0.5 1.1 -0.4
-0.2 0.3 -0.4
-0.4 -0.6 0.2
0.5 0.3 0.0
-0.1 -0.4 0.5
1.0 0.5 0.8
0.9 0.6 -0.5
-0.9 -0.8 0.1
-1.0 -0.7 0.1
0.3 0.7 -1.0
-0.3 -0.4 0.1
-0.9 -1.1 -0.6
-0.9 -2.1 -0.5
0.5 0.8 -0.6
0.4 0.2 0.4
0.5 0.5 0.6
0.5 1.5 0.6
0.3 0.5 -1.1
-0.2 0.1 1.5
0.2 -0.2 -0.1
0.2 -0.2 -0.3
-0.3 -0.6 0.2
0.1 0.4 -0.1
-1.6 -0.1 -0.2
0.2 0.8 2.0
0.3 -0.2 0.0
-0.1 -0.8 -0.9
0.4 0.1 0.0
0.6 0.0 -1.4
-0.5 2.6 1.5
-0.5 0.4 0.1
-0.2 -0.1 0.0
0.7 -1.0 -0.1
0.2 -0.2 -1.7
0.5 -1.6 0.6
-2.9 0.0 1.3
-0.3 0.8 0.1
1.1 0.1 -0.4
0.5 -0.4 -0.8
0.8 -0.2 0.0
0.6 -0.2 -0.2
0.1 -0.2 -0.3
0.1 0.3 -0.1
0.2 -0.3 0.2
-0.5 0.1 -0.1
-0.1 0.2 0.3
0.2 -0.1 0.0
-1.1 1.2 -0.2
1.5 -0.1 1.4
0.4 -0.2 -0.6
0.2 -0.2 0.0
0.3 -0.7 -0.3
-1.3 -0.2 -0.5
-0.1 -0.3 -0.6
0.0 -1.1 2.6
0.1 -0.2 0.5
-0.1 -0.1 -0.1
0.3 0.5 0.1
-0.2 1.3 -2.3
0.5 -1.1 -1.5
-2.3 -0.8 0.2
0.7 0.0 0.7
0.3 0.7 0.8
0.7 0.3 0.4
0.3 0.9 -0.5
1.7 2.0 0.8
-2.1 -1.8 -0.9
-0.8 0.0 0.0
0.7 0.5 0.3
0.0 -0.7 -0.5
0.3 0.3 0.4
-0.3 -0.1 -1.7
-0.2 -1.3 0.1
0.0 -0.4 0.6
0.2 0.0 0.1
0.4 0.3 0.7
-0.4 1.5 0.5
-1.9 0.8 0.5
2.3 -0.1 -0.8
0.7 0.6 0.0
0.4 0.0 -0.1
0.6 -1.2 0.2
-1.6 -0.2 0.3

***

Here is 27 unconnected molecules or ions with the total composition C16H66N2O26 at a distorted geometry from the Open Molecules 2025 dataset. Energies are from the ωB97M-V functional and the def2-TZVPD basis.

gap between HOMO and LUMO = 8.97 eV
E_LUMO = -0.6214 eV

Last column: Mulliken charge in e.
Element x y z (Å)
1 C -1.956471 2.588316 0.953625  -1.2981
2 C -1.696331 1.288880 0.605807  -1.1934
3 C -1.965278 0.238854 1.448686  0.4433
4 C -2.513429 0.497352 2.679028  1.0430
5 C -2.871316 -0.594907 3.665347  -1.6126
6 C -2.034878 -1.872028 3.481178  -0.7350
7 C -0.543901 -1.683060 3.720791  0.5641
8 C -0.054974 -0.642736 4.551042  -0.7690
9 N 1.202332 -0.417173 4.832218  -0.5353
10 C 2.029994 -1.295801 4.191023  0.2893
11 C 3.424798 -1.154109 4.371434  -0.3750
12 C 4.313414 -1.962899 3.770955  -0.6903
13 C 3.840512 -2.991283 2.914181  -0.3707
14 C 2.522476 -3.166667 2.722530  -1.4831
15 C 1.586701 -2.310250 3.347949  0.6386
16 N 0.257020 -2.527586 3.118413  -0.2604
17 C -2.745489 1.808798 3.051463  -0.6661
18 C -2.475169 2.861371 2.205655  -0.4601
19 H -1.765382 3.429336 0.292066  0.7300
20 H -1.277402 1.126256 -0.386315  0.5947
21 H -1.753336 -0.778565 1.144849  0.6148
22 H -2.797472 -0.224018 4.692718  0.3336
23 H -3.923858 -0.879944 3.528229  0.5809
24 H -2.419296 -2.695751 4.091697  0.4611
25 H -2.098032 -2.197092 2.438359  0.0879
26 H -0.785369 0.028846 4.999839  0.7391
27 H 3.801199 -0.372228 5.027189  0.4064
28 H 5.372505 -1.808301 3.941166  0.4412
29 H 4.549231 -3.652530 2.422759  0.5328
30 H 2.130938 -3.958027 2.087848  0.9911
31 H -3.156455 2.003145 4.040921  0.3099
32 H -2.701939 3.859582 2.558482  0.6141
33 O -4.086648 2.532743 -1.848657  -0.5349
34 H -3.642108 2.505166 -0.991810  0.2806
35 H -4.805993 3.166965 -1.731862  0.2132
36 O 1.821951 1.044246 1.196276  -0.5299
37 H 2.033049 0.228046 0.716345  0.3690
38 H 0.873153 0.992675 1.350353  0.1775
39 O 2.247258 1.958049 6.465081  -0.7052
40 H 1.961452 1.240492 5.885493  0.5278
41 H 1.566212 2.632598 6.336382  0.3475
42 O 0.038293 3.097522 5.061533  -0.6564
43 H -0.228983 2.387234 4.466806  0.3309
44 H -0.635828 3.773932 4.939498  0.3153
45 O 3.400212 -0.568802 -0.511183  -0.4488
46 H 3.953983 -1.354840 -0.479410  0.1703
47 H 3.894020 0.046362 -1.072270  0.2670
48 O -2.122005 -2.156464 -0.774730  -0.6354
49 H -1.191849 -2.066931 -1.007975  0.2983
50 H -2.584979 -1.680287 -1.476588  0.2325
51 O -3.405228 -1.758573 -3.681342  -0.5832
52 H -3.682840 -2.473111 -4.262096  0.2461
53 H -4.064751 -1.065042 -3.827731  0.3253
54 O -2.605325 4.145092 -4.237983  -0.6525
55 H -1.670007 4.380367 -4.189199  0.2913
56 H -2.731350 3.513258 -3.512409  0.3310
57 O 4.897887 1.249741 1.258435  -0.5478
58 H 5.162580 2.133649 0.982663  0.2849
59 H 3.954746 1.337134 1.460820  0.2436
60 O 5.077261 0.000239 -2.745534  -0.6008
61 H 6.012569 0.098956 -2.957110  0.3112
62 H 4.630312 0.461386 -3.461490  0.2605
63 O -4.620901 4.625173 3.482236  -0.5967
64 H -5.068522 4.693887 4.332111  0.2959
65 H -5.251083 4.159521 2.921675  0.3128
66 O -5.358252 4.874385 -3.271935  -0.5676
67 H -4.426613 4.968549 -3.511468  0.3258
68 H -5.829812 5.358684 -3.955992  0.2673
69 O -6.037315 -0.158414 -2.869134  -0.5239
70 H -6.836049 -0.586442 -2.534370  0.3025
71 H -5.721346 0.371091 -2.127770  0.2699
72 O -6.988172 5.626966 -0.409274  -0.6413
73 H -6.562065 5.307299 -1.215732  0.3368
74 H -6.262280 5.732408 0.213036  0.3028
75 O -5.172455 1.361029 -5.613847  -0.6525
76 H -4.236112 1.586593 -5.560969  0.3791
77 H -5.295838 0.749400 -4.880957  0.2821
78 O 7.237543 -1.648863 -2.814023  -0.6670
79 H 7.465499 -2.513391 -3.176868  0.3254
80 H 6.579018 -1.842743 -2.135948  0.3188
81 O 3.278911 -3.713563 -0.871141  -0.5731
82 H 2.821360 -3.634644 -0.026625  0.2895
83 H 2.656795 -4.186141 -1.432727  0.2829
84 O 0.322648 3.610244 -5.059735  -0.5727
85 H 1.041503 3.896359 -5.632834  0.3013
86 H 0.414241 2.652894 -5.027388  0.2922
87 O 7.469342 -0.281443 0.771935  -0.5908
88 H 7.885711 -0.288883 1.638433  0.2858
89 H 6.745681 0.353284 0.863350  0.3500
90 O -2.434514 1.118102 -4.616814  -0.5642
91 H -1.880121 0.329359 -4.631128  0.2404
92 H -1.956033 1.758127 -5.159356  0.3000
93 O -1.884809 -4.508251 1.010903  -0.6635
94 H -2.234997 -3.842150 0.401790  0.3762
95 H -1.048951 -4.139036 1.318420  0.2918
96 O 5.539583 -0.676875 -5.366582  -0.6322
97 H 6.091021 -1.273348 -4.845041  0.3454
98 H 4.800577 -1.228512 -5.650611  0.3194
99 O 9.423163 -3.391789 -3.838020  -0.6250
100 H 9.429078 -2.956423 -2.976959  0.3205
101 H 10.354682 -3.474189 -4.062897  0.2970
102 O 2.770903 -2.009242 -5.477577  -0.6445
103 H 2.777741 -1.586675 -4.610237  0.3176
104 H 2.016057 -2.604831 -5.444007  0.3066
105 O -8.320324 -2.055798 -2.021833  -0.6150
106 H -8.122940 -2.914340 -2.409964  0.3040
107 H -8.959676 -2.248143 -1.329077  0.2970
108 O 2.173921 -6.224795 4.572854  -0.6640
109 H 2.394927 -5.321028 4.320883  0.3405
110 H 1.256890 -6.170984 4.859779  0.3207

Forces on the atoms, in the same order (eV/Å):
-0.1 1.1 0.2
0.5 0.1 -1.5
0.2 -0.6 -0.1
-0.2 -0.3 1.2
-0.1 -0.7 -0.2
0.3 0.4 -0.2
-0.6 -0.5 -0.2
-0.3 0.7 0.6
-0.5 -0.9 -0.9
1.1 0.6 0.4
0.1 0.9 0.9
0.3 -0.6 -0.6
1.3 -0.1 0.1
-0.8 -0.2 -0.3
-0.7 -0.6 -0.3
0.2 0.6 0.2
-0.2 0.2 0.6
-0.2 0.2 0.3
0.2 -0.3 -0.1
0.0 -0.3 0.2
-0.1 0.2 -0.1
0.0 0.0 -0.1
0.1 0.1 0.0
0.1 0.1 0.0
-0.3 -0.2 0.3
0.2 -0.1 0.0
-0.3 0.0 -0.1
-0.1 -0.1 -0.1
0.0 0.1 0.1
0.0 0.0 0.1
0.0 0.0 -0.1
0.1 0.0 -0.3
0.1 0.0 0.2
0.0 -0.1 0.0
0.0 0.0 -0.3
-0.1 -0.2 0.0
0.4 0.1 -0.2
0.0 0.2 0.1
0.0 0.1 0.1
-0.1 -0.1 0.0
0.2 -0.1 -0.1
-0.3 0.0 -0.1
0.1 0.0 0.0
0.0 0.0 0.0
-0.4 0.0 0.0
-0.1 -0.1 -0.1
0.1 -0.2 0.1
0.2 0.2 0.0
0.0 -0.1 0.0
-0.2 -0.2 -0.2
0.1 0.2 -0.1
0.0 -0.1 0.1
-0.1 0.0 0.2
0.0 0.0 0.4
0.0 0.0 -0.2
-0.2 -0.1 -0.1
0.2 0.4 0.0
-0.1 0.0 0.1
0.0 -0.2 -0.1
-0.3 0.5 0.5
0.0 -0.1 0.0
0.1 -0.1 -0.2
-0.2 0.0 0.1
0.0 0.1 0.0
0.0 0.0 0.0
-0.1 0.2 0.3
0.2 -0.1 -0.1
-0.1 -0.1 0.0
0.1 0.0 0.1
-0.1 -0.2 -0.1
0.1 0.1 -0.2
0.1 -0.2 0.0
0.0 0.1 -0.1
0.0 0.1 0.0
0.0 0.0 -0.2
-0.1 -0.1 0.1
-0.2 0.1 0.2
0.1 -0.4 0.0
0.1 0.1 -0.1
0.0 0.1 0.0
0.0 0.0 0.1
0.0 0.1 0.0
0.1 0.0 0.0
0.0 -0.1 0.0
0.0 0.1 0.0
0.0 0.0 0.1
0.0 0.1 0.0
0.0 0.0 0.0
-0.2 -0.2 0.1
0.5 0.0 -0.1
-0.2 -0.2 0.0
-0.2 0.2 0.1
0.0 0.1 -0.1
0.1 0.0 0.0
0.0 0.0 0.1
0.0 -0.1 -0.3
0.0 0.1 0.1
0.0 0.0 -0.1
0.0 0.0 0.2
0.1 0.1 0.0
0.0 0.0 -0.1
-0.1 0.1 0.2
0.1 0.0 0.0
0.1 -0.1 -0.1
0.0 -0.1 0.0
0.1 0.0 0.0
0.0 0.1 0.0
0.0 0.1 0.0
0.1 0.0 0.0
0.0 -0.1 0.0

***

Electronic energy, respectively: -50383.3727; -73880.5755 eV.
Highest occupied orbital energy, respectively: -9.4; -9.6 eV.